DFT (ωB97M-V/def2-TZVPD) results for a 7-piece molecular cluster, C30H28B2F48O8 overall in a non-equilibrium geometry.

Summary:
- highest occupied orbital energy (Eh) = -0.367
- calculated total energy (Ha) = -6605.16777
- LUMO energy (eV) = -0.17
- SMILES = FC(F)C(F)(F)COC(F)(F)C(F)F.FC(F)C(F)(F)COC(F)(F)C(F)F.FC(F)C(F)(F)COC(F)(F)C(F)F.FC(F)C(F)(F)COC(F)(F)C(F)F.FC(F)C(F)(F)COC(F)(F)C(F)F.FC(F)C(F)(F)COC(F)(F)C(F)F.BB(O)O

ORCA input file:
```
! RIJCOSX wB97M-V def2-TZVPD def2/J DEFGRID3
* xyz 0 1
F 0.71 1.21 4.81
C 0.46 0.92 3.53
F -0.88 0.74 3.43
C 1.18 -0.35 3.04
F 0.73 -1.44 3.68
F 0.85 -0.51 1.72
C 2.73 -0.34 3.09
O 3.39 -0.98 4.20
C 3.59 -0.29 5.40
F 3.35 1.02 5.22
F 4.91 -0.38 5.67
C 2.81 -0.89 6.57
F 1.49 -0.95 6.32
F 2.97 -0.12 7.68
H 0.73 1.78 2.92
H 3.05 -0.95 2.23
H 3.14 0.65 2.89
H 3.16 -1.90 6.79
F 3.30 -0.53 -6.15
C 4.09 0.36 -6.78
F 5.36 -0.09 -6.63
C 3.97 1.78 -6.23
F 4.43 1.84 -4.96
F 4.82 2.56 -6.97
C 2.59 2.48 -6.29
O 1.76 2.47 -5.11
C 0.93 1.37 -4.83
F 0.85 0.57 -5.90
F -0.31 1.87 -4.65
C 1.35 0.63 -3.55
F 2.63 0.22 -3.61
F 0.59 -0.48 -3.36
H 3.85 0.34 -7.85
H 2.81 3.52 -6.44
H 2.03 2.18 -7.18
H 1.24 1.28 -2.68
F -2.84 -2.64 3.68
C -2.09 -2.49 4.79
F -1.21 -3.51 4.80
C -2.92 -2.51 6.08
F -3.49 -3.72 6.27
F -2.04 -2.33 7.11
C -4.01 -1.42 6.26
O -5.38 -1.75 5.95
C -5.86 -1.66 4.64
F -4.98 -1.00 3.87
F -6.96 -0.89 4.69
C -6.26 -3.03 4.06
F -5.25 -3.91 4.10
F -6.62 -2.90 2.76
H -1.53 -1.56 4.70
H -4.04 -1.22 7.33
H -3.72 -0.47 5.80
H -7.10 -3.45 4.62
F -5.27 -7.61 1.02
C -5.46 -6.74 2.03
F -4.71 -7.20 3.06
C -6.92 -6.63 2.46
F -7.37 -7.79 2.98
F -6.95 -5.72 3.48
C -7.95 -6.13 1.41
O -8.75 -7.10 0.70
C -8.25 -7.73 -0.45
F -7.14 -7.11 -0.88
F -9.17 -7.54 -1.41
C -8.06 -9.24 -0.26
F -7.25 -9.53 0.77
F -7.49 -9.78 -1.37
H -5.06 -5.77 1.73
H -8.69 -5.57 1.98
H -7.51 -5.40 0.73
H -9.02 -9.73 -0.09
F 8.76 4.85 6.09
C 8.20 6.04 5.82
F 8.34 6.79 6.94
C 6.72 5.94 5.44
F 5.98 5.51 6.49
F 6.30 7.21 5.18
C 6.34 5.10 4.19
O 5.88 3.75 4.36
C 6.79 2.69 4.48
F 8.02 3.11 4.14
F 6.44 1.78 3.55
C 6.75 2.02 5.86
F 6.96 2.90 6.86
F 7.71 1.08 5.96
H 8.78 6.51 5.02
H 5.47 5.61 3.76
H 7.11 5.17 3.41
H 5.78 1.55 6.03
F 1.03 4.45 -11.18
C 1.70 4.52 -10.03
F 2.66 3.56 -10.08
C 0.82 4.30 -8.80
F 0.33 3.04 -8.77
F 1.64 4.41 -7.70
C -0.35 5.29 -8.56
O -1.68 4.92 -8.97
C -2.10 5.12 -10.29
F -1.23 5.92 -10.93
F -3.25 5.82 -10.21
C -2.38 3.81 -11.03
F -1.32 2.99 -11.04
F -2.69 4.06 -12.32
H 2.21 5.49 -9.98
H -0.44 5.36 -7.47
H -0.10 6.30 -8.89
H -3.21 3.28 -10.57
B -0.06 -1.89 -0.56
B 0.81 -0.47 -0.83
O 2.22 -0.68 -1.09
O 0.22 0.84 -0.85
H -0.01 -2.48 0.46
H -0.74 -2.23 -1.48
H 2.22 -1.24 -1.88
H 0.00 1.09 0.05
*
```

These are the Löwdin partial charges, in e, on atoms 1 to 5: number 1, F, carries 0.1091; number 2, C, carries -0.2994; number 3, F, carries 0.0872; number 4, C, carries -0.4073; number 5, F, carries 0.1353

DFT (ωB97M-V/def2-TZVPD) results for C30H28BCl3GeN6Pd as an isolated structure.

Summary:
- highest occupied orbital energy (alpha / beta) (Eh) = -0.619 / -0.635
- calculated total energy (Ha) = -5097.87897
- LUMO energy (alpha / beta) (eV) = -8.07 / -11.40

ORCA input file:
```
! RIJCOSX wB97M-V def2-TZVPD def2/J DEFGRID3
* xyz 3 6
Pd -0.17 0.55 0.03
C 0.87 -4.09 -2.90
C 0.42 -2.68 -2.81
C -0.02 -1.86 -3.81
C -0.33 -0.62 -3.21
N -0.07 -0.71 -1.86
N 0.37 -1.94 -1.65
B 0.79 -2.47 -0.25
N -0.42 -2.45 0.72
N -1.07 -1.35 1.06
C -2.06 -1.75 1.92
C -1.98 -3.15 2.10
C -0.94 -3.57 1.33
C -0.43 -4.95 1.15
C -3.01 -0.90 2.56
C -3.05 0.50 2.35
C -3.97 1.28 2.98
C -4.91 0.69 3.85
C -4.90 -0.70 4.07
C -3.97 -1.48 3.44
N 1.97 -1.63 0.30
N 1.91 -0.33 0.52
C 3.14 0.04 1.00
C 3.97 -1.11 1.05
C 3.21 -2.15 0.61
C 3.60 -3.57 0.47
C 3.53 1.35 1.38
C 4.86 1.57 1.85
C 5.26 2.83 2.23
C 4.37 3.90 2.14
C 3.05 3.71 1.68
C 2.65 2.46 1.30
C -0.82 0.53 -3.89
C -1.10 1.74 -3.21
C -1.58 2.83 -3.89
C -1.80 2.74 -5.28
C -1.53 1.55 -5.97
C -1.05 0.46 -5.30
H 0.80 -4.42 -3.94
H 0.25 -4.75 -2.30
H 1.91 -4.20 -2.58
H -0.11 -2.13 -4.85
H 1.15 -3.59 -0.37
H -2.61 -3.78 2.71
H -1.03 -5.64 1.75
H 0.61 -5.05 1.47
H -0.49 -5.28 0.11
H -2.32 0.93 1.68
H -4.00 2.35 2.83
H -5.65 1.31 4.35
H -5.63 -1.14 4.74
H -3.97 -2.55 3.62
H 5.00 -1.17 1.38
H 4.64 -3.70 0.78
H 3.52 -3.91 -0.57
H 2.98 -4.22 1.09
H 5.56 0.75 1.92
H 6.27 2.99 2.58
H 4.69 4.89 2.44
H 2.38 4.55 1.62
H 1.65 2.28 0.94
H -0.92 1.78 -2.15
H -1.80 3.75 -3.37
H -2.18 3.60 -5.81
H -1.70 1.50 -7.03
H -0.84 -0.45 -5.84
Cl -3.02 3.30 -0.41
Ge -0.98 3.11 0.24
Cl -0.85 3.74 2.29
Cl 0.24 4.40 -0.97
*
```

These are the Löwdin partial charges, in e, on atoms 1 to 5: number 1, Pd, carries 0.6521; number 2, C, carries 0.0157; number 3, C, carries -0.2047; number 4, C, carries 0.0896; number 5, C, carries -0.1586

DFT (ωB97M-V/def2-TZVPD) results for C30H28BF4NPSSiTl as an isolated structure in a non-equilibrium geometry.

Summary:
- energy relative to the best compared isomer or geometry (same formula, charge and spin) (kcal/mol) = 0.0
- highest occupied orbital energy (Eh) = -0.047
- calculated total energy (Ha) = -2840.88946
- LUMO energy (eV) = 4.36

ORCA input file:
```
! RIJCOSX wB97M-V def2-TZVPD def2/J DEFGRID3
* xyz -2 1
Tl -1.17 1.44 0.57
C 4.23 -1.15 5.09
Si 3.70 0.41 4.11
C 4.40 0.39 2.36
C 4.16 2.03 5.04
C 1.82 0.38 4.18
C 1.26 0.52 5.44
C -0.12 0.58 5.63
C -0.92 0.46 4.50
N -0.42 0.40 3.28
C 0.92 0.40 3.05
S 1.44 0.44 1.40
H 5.31 -1.40 5.02
H 3.66 -1.98 4.66
H 3.97 -1.04 6.16
H 5.50 0.34 2.47
H 4.15 1.32 1.82
H 4.04 -0.48 1.78
H 5.26 2.21 4.98
H 3.84 1.99 6.11
H 3.67 2.92 4.61
H 1.92 0.63 6.30
H -0.59 0.67 6.61
H -1.99 0.45 4.58
C -1.68 2.02 -6.53
C -0.47 1.46 -6.17
C -0.28 0.90 -4.92
C -1.32 0.95 -3.97
C -2.54 1.56 -4.33
C -2.71 2.10 -5.59
P -1.10 0.26 -2.31
C 0.65 -0.16 -2.11
C 1.58 0.89 -2.21
C 2.93 0.64 -2.01
C 3.38 -0.65 -1.77
C 2.47 -1.70 -1.81
C 1.11 -1.46 -1.95
C -1.96 -1.33 -2.49
C -2.30 -2.00 -3.66
C -2.94 -3.26 -3.61
C -3.35 -3.82 -2.42
C -3.10 -3.15 -1.20
C -3.46 -3.64 0.09
C -3.16 -2.95 1.22
C -2.44 -1.72 1.14
C -2.03 -1.18 -0.05
C -2.34 -1.89 -1.24
H -1.84 2.39 -7.53
H 0.34 1.45 -6.90
H 0.65 0.39 -4.66
H -3.34 1.58 -3.60
H -3.65 2.58 -5.84
H 1.23 1.90 -2.42
H 3.64 1.46 -2.09
H 4.42 -0.83 -1.58
H 2.82 -2.74 -1.69
H 0.41 -2.28 -2.02
H -2.02 -1.54 -4.62
H -3.17 -3.77 -4.54
H -3.83 -4.80 -2.38
H -4.00 -4.60 0.17
H -3.44 -3.36 2.19
H -2.21 -1.22 2.07
F -5.11 3.81 0.19
B -3.82 3.89 0.74
F -3.38 2.63 1.15
F -3.77 4.83 1.80
F -2.96 4.43 -0.27
*
```

These are the Löwdin partial charges, in e, on atoms 1 to 5: number 1, Tl, carries 0.7580; number 2, C, carries -0.1928; number 3, Si, carries 0.5349; number 4, C, carries -0.2639; number 5, C, carries -0.1968

Copy entry 3 word for word.
DFT (ωB97M-V/def2-TZVPD) results for C30H28BF4NPSSiTl as an isolated structure in a non-equilibrium geometry.

Summary:
- energy relative to the best compared isomer or geometry (same formula, charge and spin) (kcal/mol) = 0.0
- highest occupied orbital energy (Eh) = -0.047
- calculated total energy (Ha) = -2840.88946
- LUMO energy (eV) = 4.36

ORCA input file:
```
! RIJCOSX wB97M-V def2-TZVPD def2/J DEFGRID3
* xyz -2 1
Tl -1.17 1.44 0.57
C 4.23 -1.15 5.09
Si 3.70 0.41 4.11
C 4.40 0.39 2.36
C 4.16 2.03 5.04
C 1.82 0.38 4.18
C 1.26 0.52 5.44
C -0.12 0.58 5.63
C -0.92 0.46 4.50
N -0.42 0.40 3.28
C 0.92 0.40 3.05
S 1.44 0.44 1.40
H 5.31 -1.40 5.02
H 3.66 -1.98 4.66
H 3.97 -1.04 6.16
H 5.50 0.34 2.47
H 4.15 1.32 1.82
H 4.04 -0.48 1.78
H 5.26 2.21 4.98
H 3.84 1.99 6.11
H 3.67 2.92 4.61
H 1.92 0.63 6.30
H -0.59 0.67 6.61
H -1.99 0.45 4.58
C -1.68 2.02 -6.53
C -0.47 1.46 -6.17
C -0.28 0.90 -4.92
C -1.32 0.95 -3.97
C -2.54 1.56 -4.33
C -2.71 2.10 -5.59
P -1.10 0.26 -2.31
C 0.65 -0.16 -2.11
C 1.58 0.89 -2.21
C 2.93 0.64 -2.01
C 3.38 -0.65 -1.77
C 2.47 -1.70 -1.81
C 1.11 -1.46 -1.95
C -1.96 -1.33 -2.49
C -2.30 -2.00 -3.66
C -2.94 -3.26 -3.61
C -3.35 -3.82 -2.42
C -3.10 -3.15 -1.20
C -3.46 -3.64 0.09
C -3.16 -2.95 1.22
C -2.44 -1.72 1.14
C -2.03 -1.18 -0.05
C -2.34 -1.89 -1.24
H -1.84 2.39 -7.53
H 0.34 1.45 -6.90
H 0.65 0.39 -4.66
H -3.34 1.58 -3.60
H -3.65 2.58 -5.84
H 1.23 1.90 -2.42
H 3.64 1.46 -2.09
H 4.42 -0.83 -1.58
H 2.82 -2.74 -1.69
H 0.41 -2.28 -2.02
H -2.02 -1.54 -4.62
H -3.17 -3.77 -4.54
H -3.83 -4.80 -2.38
H -4.00 -4.60 0.17
H -3.44 -3.36 2.19
H -2.21 -1.22 2.07
F -5.11 3.81 0.19
B -3.82 3.89 0.74
F -3.38 2.63 1.15
F -3.77 4.83 1.80
F -2.96 4.43 -0.27
*
```

These are the Löwdin partial charges, in e, on atoms 1 to 5: number 1, Tl, carries 0.7580; number 2, C, carries -0.1928; number 3, Si, carries 0.5349; number 4, C, carries -0.2639; number 5, C, carries -0.1968

Look up the calculated total energy of the second one.
-5097.87897 Ha

calculated total energy of number 2 (C30H28BCl3GeN6Pd)?
-5097.87897 Ha